{"formula": "C3H7NO3", "method": "ωB97M-V/def2-TZVPD", "lumo_ev": 0.379, "smiles": "N[C@@H](CO)C(=O)O", "orbital_gap_ev": 10.455, "species": ["N", "C", "C", "O", "C", "O", "O", "H", "H", "H", "H", "H", "H", "H"], "xyz": [[0.296693, 1.520380, -0.340744], [0.157155, 0.057962, -0.555314], [1.143037, -0.689783, 0.425916], [2.366911, -0.327670, 0.045662], [-1.164705, -0.239751, -0.097992], [-1.868071, -1.141006, -0.478950], [-1.533032, 0.540261, 0.925495], [-0.292443, 2.181497, -1.033758], [1.313363, 1.857980, -0.583391], [0.435987, -0.396456, -1.510641], [0.955002, -0.136212, 1.467279], [0.807925, -1.722708, 0.307852], [3.020013, -1.106524, 0.367165], [-0.856092, 1.336519, 0.797383]], "forces_ev_per_angstrom": [[2.0, 3.1, -3.3], [2.6, 0.6, -0.1], [-4.1, 2.8, 2.0], [5.6, -3.2, 0.0], [-3.2, -1.2, 1.1], [0.3, -0.2, -0.2], [0.8, 1.6, -0.5], [1.4, -2.4, 1.7], [-2.4, -1.1, 0.9], [-0.5, 0.6, -0.3], [-0.1, -2.0, -1.6], [0.6, -0.2, 0.6], [-2.0, 3.0, -1.2], [-1.2, -1.4, 0.9]]}

{"formula": "C3H7NO3", "method": "ωB97M-V/def2-TZVPD", "lumo_ev": 0.703, "smiles": "CON(O)C(C)=O", "orbital_gap_ev": 10.397, "species": ["C", "O", "N", "O", "C", "C", "O", "H", "H", "H", "H", "H", "H", "H"], "xyz": [[-0.368538, -0.014242, -2.139611], [-0.291408, 1.015050, -1.241482], [-0.329173, 0.659180, 0.060332], [-1.728849, 0.365338, 0.424988], [0.857444, 0.109843, 0.651453], [0.841982, -0.513805, 1.986801], [1.875182, 0.286931, 0.013632], [0.619166, -0.412407, -2.594980], [-1.043182, 0.304352, -3.031195], [-0.854794, -0.928510, -1.680064], [-2.176900, 1.172818, 0.553496], [0.177984, -0.112935, 2.717468], [0.549371, -1.510956, 1.772167], [1.871716, -0.420657, 2.506995]], "forces_ev_per_angstrom": [[-0.7, -3.3, -2.9], [0.5, 1.6, 0.6], [-1.7, 0.1, 1.0], [3.0, -2.7, -0.2], [0.1, 1.7, -1.5], [1.7, 0.6, 1.2], [-0.5, -0.5, 0.3], [-1.2, 1.1, 1.0], [1.2, -0.4, 1.6], [0.3, 1.0, -0.4], [-0.2, 2.0, 0.2], [-1.0, 0.4, 0.1], [0.0, -1.3, 0.4], [-1.5, -0.5, -1.4]]}

{"formula": "C3H7NO3", "method": "ωB97M-V/def2-TZVPD", "lumo_ev": [-5.046, -10.239], "multiplicity": 2, "s_squared": 0.779, "orbital_gap_ev": [10.417, 5.142], "total_charge": 1, "species": ["O", "C", "N", "C", "O", "C", "H", "H", "H", "H", "H", "H", "H", "O"], "xyz": [[1.186464, 0.581408, 0.817068], [0.260569, -0.124220, 0.755548], [-0.393079, 0.026832, -0.454196], [-1.655452, -0.539787, -0.816956], [-2.334696, -0.030093, -1.674390], [-0.485580, -0.918105, 1.798774], [0.068046, 0.600706, -1.225523], [-1.953337, -1.513423, -0.283510], [-0.982625, -1.820643, 1.455410], [0.355893, -1.461145, 2.320638], [-1.317723, -0.650925, 2.501304], [2.273670, 2.680213, -1.870017], [2.738040, 1.428866, -1.307233], [2.239809, 1.740318, -2.016912]], "forces_ev_per_angstrom": [[3.6, 2.0, 1.1], [-5.1, -1.5, -0.3], [-0.1, 0.0, -2.5], [-1.6, 0.0, -0.4], [1.2, -0.9, 1.1], [1.3, -2.9, 1.7], [-0.4, -0.5, 1.2], [0.5, 1.3, -0.6], [0.1, 0.0, -1.2], [-0.8, 1.0, 0.3], [1.3, 1.4, -0.5], [-0.1, 0.8, -0.3], [1.6, -1.2, 1.8], [-1.6, 0.2, -1.4]]}

{"formula": "C3H7NO3P", "method": "ωB97M-V/def2-TZVPD", "lumo_ev": -4.442, "orbital_gap_ev": 10.084, "total_charge": 1, "species": ["C", "C", "C", "N", "O", "O", "O", "P", "H", "H", "H", "H", "H", "H", "H"], "xyz": [[0.404353, 1.660549, -0.445309], [1.246568, -0.406997, 0.652314], [-3.504934, -0.916974, 0.135917], [0.237317, 0.486242, -0.042758], [3.276153, -0.956412, -1.088705], [2.411597, 0.369902, 0.848750], [-2.459673, -0.296341, 0.127810], [3.765200, 0.131093, -0.297844], [1.412805, 1.939431, -0.552743], [-0.409150, 2.325905, -0.767090], [0.824787, -0.793154, 1.526648], [1.535972, -1.061625, -0.265450], [-4.495823, -0.508312, -0.183147], [-3.474871, -2.025722, 0.418970], [-0.770306, 0.052411, -0.067357]], "forces_ev_per_angstrom": [[-0.4, 0.3, -0.8], [2.6, 1.5, -5.2], [0.5, -1.4, 0.0], [-3.1, -1.8, 1.5], [-0.1, -1.6, -1.8], [0.8, -0.2, -0.5], [-0.9, 0.0, -0.2], [-1.3, 1.3, 2.8], [1.1, 1.0, 0.4], [0.3, -0.7, 0.0], [-0.6, -0.7, 1.2], [-0.9, -0.2, 2.2], [0.7, 0.1, 0.3], [-0.3, 1.2, -0.2], [1.6, 0.9, 0.4]]}

{"formula": "C3H7NO3S", "method": "ωB97M-V/def2-TZVPD", "lumo_ev": 6.051, "orbital_gap_ev": 5.863, "total_charge": -2, "species": ["C", "C", "S", "N", "C", "O", "O", "H", "H", "H", "H", "H", "H", "H", "O"], "xyz": [[0.815975, 0.870497, 0.062218], [1.103782, -0.078940, 1.222509], [1.697779, 0.732738, 2.752959], [0.597147, 0.222802, -1.203460], [-0.622742, -0.027818, -1.817623], [-1.695916, 0.384989, -1.263329], [-0.567235, -0.622058, -2.925582], [0.065856, 1.609436, 0.347400], [1.724586, 1.530018, -0.017006], [1.838393, -0.870252, 1.023511], [0.152059, -0.582350, 1.436281], [1.379492, -0.239240, -1.615095], [-2.055537, -1.224271, 0.531562], [-2.496398, -1.253244, -0.837113], [-2.631382, -1.782669, -0.011937]], "forces_ev_per_angstrom": [[2.0, 0.8, 0.3], [-0.6, -0.2, 0.8], [0.0, 0.2, 0.1], [-0.5, 0.5, 0.4], [-0.9, 0.2, -0.6], [0.8, -0.1, 0.0], [0.2, -0.2, 0.0], [-0.5, -0.5, -0.2], [-0.4, -0.5, -0.1], [-0.2, 0.2, -0.6], [0.1, -0.2, 0.0], [0.1, -0.1, -0.2], [-0.1, -0.2, 0.2], [-0.2, -0.1, 0.3], [0.2, 0.3, -0.3]]}

{"formula": "C3H7NO3S", "method": "ωB97M-V/def2-TZVPD", "lumo_ev": 6.127, "orbital_gap_ev": 5.982, "total_charge": -2, "species": ["C", "C", "S", "N", "C", "O", "O", "H", "H", "H", "H", "H", "H", "H", "O"], "xyz": [[0.079197, -1.247712, -0.224597], [0.370615, -2.143898, 0.977756], [-1.144461, -2.876761, 1.742812], [-0.674289, -0.105325, 0.244889], [-0.674942, 1.107668, -0.440030], [0.111751, 1.147884, -1.462479], [-1.345111, 2.069750, -0.007139], [1.004722, -0.874562, -0.642625], [-0.530417, -1.818873, -0.936151], [0.966061, -1.602639, 1.728889], [1.028023, -3.018618, 0.852473], [-1.325558, -0.328937, 0.977717], [0.458196, 3.464228, -0.244890], [0.706730, 2.680913, -1.506415], [0.969483, 3.546882, -1.060209]], "forces_ev_per_angstrom": [[-0.2, -0.3, 0.9], [0.2, -0.8, 1.0], [0.0, 0.1, 0.1], [0.3, 0.2, -0.3], [0.9, -0.4, -0.5], [-0.6, -0.2, 0.2], [-0.3, 0.0, 0.3], [0.1, 0.0, -0.5], [0.4, -0.1, -0.3], [-0.5, 0.5, 0.0], [-0.1, 0.2, -1.1], [-0.3, 0.3, 0.0], [-0.2, -0.1, -0.2], [-0.1, 0.3, 0.6], [0.4, 0.2, -0.3]]}

{"formula": "C3H7NOP2", "method": "ωB97M-V/def2-TZVPD", "lumo_ev": 0.637, "smiles": "O=NC#[PH2].C=CP", "orbital_gap_ev": 9.807, "species": ["O", "N", "C", "P", "H", "H", "C", "C", "P", "H", "H", "H", "H", "H"], "xyz": [[3.031494, 1.457243, 0.747438], [2.491141, 0.516316, 0.305939], [1.876366, -0.289270, -0.269278], [1.430575, -1.893613, -0.843252], [0.684274, -1.506586, -2.010319], [0.316621, -1.722795, -0.071623], [-1.820486, 0.457211, -0.851100], [-0.926040, 0.972335, 0.020631], [-0.936655, 0.698989, 1.859188], [-2.734749, -0.123427, -0.629536], [-1.501157, 0.540132, -1.835680], [-0.086244, 1.548683, -0.268683], [0.071008, -0.372431, 1.762410], [-1.896150, -0.282792, 2.083864]], "forces_ev_per_angstrom": [[1.1, 1.7, 1.4], [-1.3, -1.4, -1.8], [1.0, 0.3, 0.1], [0.1, -0.1, -0.7], [0.4, 0.1, 0.3], [-1.2, -0.7, 0.6], [0.9, 0.2, 2.0], [-2.6, -1.7, 1.0], [1.5, -0.2, -0.2], [0.8, 0.4, 0.1], [-0.2, 0.3, -2.1], [0.7, 0.4, -0.6], [-0.5, 0.9, 0.3], [-0.7, -0.2, -0.4]]}

{"formula": "C3H7NOS", "method": "ωB97M-V/def2-TZVPD", "lumo_ev": 0.811, "smiles": "C=C[C@H](S)ON", "orbital_gap_ev": 10.036, "species": ["C", "C", "C", "S", "O", "N", "H", "H", "H", "H", "H", "H", "H"], "xyz": [[-1.957857, -0.606703, 0.323388], [-1.059811, 0.318257, 0.066525], [0.516293, 0.084302, -0.194226], [0.823459, -1.817986, -0.097659], [1.164001, 0.915125, 0.640056], [2.428680, 1.464474, 0.225217], [-2.983723, -0.407508, 0.460621], [-1.463578, -1.596311, 0.426089], [-1.382340, 1.406459, -0.141953], [0.521680, 0.104927, -1.299507], [1.672389, -1.804015, 0.993665], [2.417025, 2.143549, -0.613636], [3.040381, 0.709637, -0.044862]], "forces_ev_per_angstrom": [[2.2, -1.1, 0.1], [1.0, 2.2, -0.8], [-4.4, -2.4, -1.0], [1.4, 0.8, 1.1], [1.6, 1.3, -0.5], [0.3, 1.1, -0.9], [-0.9, 0.0, 0.0], [-1.3, 0.4, 0.2], [0.7, -1.7, 0.5], [1.0, 1.3, 0.4], [-0.7, 0.0, -0.7], [-1.0, -1.5, 1.6], [0.0, -0.5, 0.0]]}

{"formula": "C3H7NOS", "method": "ωB97M-V/def2-TZVPD", "lumo_ev": 0.784, "smiles": "C#CC.NSO", "orbital_gap_ev": 9.632, "species": ["C", "C", "C", "H", "H", "H", "H", "N", "S", "O", "H", "H", "H"], "xyz": [[-1.259525, -0.314014, 1.440971], [-1.058449, 0.390268, 0.503208], [-0.898156, 1.034475, -0.781804], [-1.261920, -0.886263, 2.378526], [-1.102668, 2.047372, -0.742507], [0.132864, 0.933905, -1.030309], [-1.627418, 0.757942, -1.503428], [2.616186, -0.612470, 0.940472], [2.445361, 0.734919, 0.185608], [2.107119, 0.292779, -1.419948], [3.421800, -1.108168, 1.145604], [1.770269, -1.003152, 1.275530], [2.906953, 0.320510, -1.918391]], "forces_ev_per_angstrom": [[0.3, -1.2, 2.4], [-0.6, 0.0, -1.0], [0.2, -0.5, 0.8], [-0.2, 0.6, -1.1], [-0.1, 2.4, 0.6], [0.4, -0.2, -1.0], [-0.2, -1.2, -0.8], [-1.6, -1.0, 1.2], [0.3, 2.4, -1.9], [-0.8, 0.2, 0.8], [1.9, -0.8, 0.1], [-0.6, -0.7, 0.5], [1.0, 0.0, -0.6]]}

{"formula": "C3H7NOS", "method": "ωB97M-V/def2-TZVPD", "lumo_ev": 0.777, "orbital_gap_ev": 9.717, "species": ["C", "C", "C", "N", "O", "S", "H", "H", "H", "H", "H", "H", "H"], "xyz": [[-0.680457, 1.912651, -2.276576], [0.821296, -0.418676, 1.866173], [-0.796406, 1.804836, -1.089262], [-0.634383, -1.211785, -0.271418], [1.980404, -1.480688, -0.359114], [0.918299, -0.533996, -0.077546], [-0.699848, 1.853877, -3.345220], [1.707520, -1.085511, 2.131313], [-0.103414, -0.853730, 2.034677], [0.926233, 0.721677, 2.006327], [-1.050724, 1.474123, -0.084985], [-1.212607, -1.506241, 0.438930], [-1.175914, -0.676536, -0.973300]], "forces_ev_per_angstrom": [[-0.3, -0.3, -0.2], [3.0, 1.2, -2.7], [-0.6, -0.5, 0.5], [1.1, 1.5, -3.0], [0.4, -0.9, -0.1], [-0.9, 0.6, 1.6], [0.3, 0.4, 0.2], [-1.2, 1.3, 0.1], [-1.6, -0.5, 1.2], [-0.2, -2.1, 0.5], [0.4, 0.8, -0.6], [-1.1, -0.9, 2.1], [0.7, -0.6, 0.5]]}

What are the energy above the lowest of the compared OMol25 structures with the same formula, charge and spin values for these records? In order: 2.622 5.444 2.269 0.977 0.393 0.288 3.835 4.448 3.624 4.676 eV.